1.
A cluster of 21 separate species, H41O21 in total, computed with ωB97M-V/def2-TZVPD.

```
62
Properties=species:S:1:pos:R:3:forces:R:3:mulliken_charge:R:1
O -2.876 -1.241 -1.545 -0.1 1.5 -2.4 -0.80
H -3.162 -1.906 -0.963 0.2 -1.2 1.6 0.29
H -2.202 -0.660 -1.160 -0.1 -0.5 0.7 0.48
O 4.779 -0.992 2.352 1.1 1.5 0.6 -0.65
H -2.068 -2.523 -4.597 -0.1 0.4 0.0 0.33
H 4.671 -1.705 1.739 -0.7 -0.6 0.1 0.27
O -3.639 -2.093 1.687 1.7 1.5 -2.7 -0.63
H 0.599 -2.290 3.667 0.0 -0.1 0.3 0.34
H -3.062 -1.264 1.651 -0.8 -1.6 0.2 0.21
O -0.305 -2.628 3.774 0.2 0.5 -0.4 -0.67
H -0.749 -0.934 1.144 1.6 -0.9 2.1 -0.11
H 2.050 -2.343 -3.145 0.8 -1.1 1.2 0.35
O 2.367 -0.908 3.665 -1.1 0.0 -2.2 -0.80
H 2.682 -0.530 4.486 -0.5 0.7 -0.1 0.29
H 1.943 -0.233 2.961 1.6 -0.9 3.0 0.45
O 3.626 -3.239 -1.280 -1.3 2.7 3.0 -0.65
H -0.102 2.966 0.874 -0.9 0.6 0.2 0.16
H 3.829 -2.259 -1.368 0.0 -1.6 -0.4 0.32
O -0.107 3.053 1.838 0.4 -0.2 -0.8 -0.73
H -4.001 -2.261 2.517 -0.7 0.0 2.2 0.27
H 4.048 -0.833 2.985 -0.1 -1.1 -1.0 0.45
O -1.787 1.162 4.214 0.2 1.9 -1.4 -0.68
H -0.821 -1.959 3.296 -0.1 -0.4 0.2 0.31
H 3.133 -3.124 -0.361 1.2 -0.9 -2.8 0.32
O 0.027 -2.666 -1.055 0.2 0.3 0.3 -0.53
H -1.717 1.954 3.590 -0.1 -1.2 1.3 0.34
H -0.309 -1.918 -0.444 -0.5 -1.9 -0.7 0.30
O 0.196 0.485 -3.890 -2.4 0.4 1.1 -0.61
H 0.635 2.437 1.963 -0.2 -0.3 1.1 0.56
H -0.266 -0.326 -4.233 0.5 1.3 0.1 0.31
O 2.435 2.590 0.517 -2.4 2.4 -1.7 -0.67
H -4.443 -0.451 -0.455 -1.3 1.0 -0.8 0.38
H 1.678 2.249 -0.031 1.4 -0.1 -0.2 0.26
O 3.959 2.183 -1.590 0.5 -1.0 0.6 -0.65
H 3.193 1.687 -1.892 -0.3 0.1 -0.5 0.31
H 4.063 1.740 -0.718 0.2 0.8 -0.7 0.32
O -1.358 -0.650 0.516 -0.7 0.1 -0.1 -0.40
H -1.203 0.816 0.181 0.0 -0.8 -2.3 0.42
H -0.284 -3.585 -0.859 0.0 1.8 0.3 0.21
O -3.300 2.379 0.079 -0.6 0.1 0.4 -0.68
H -4.209 2.188 -0.176 0.0 0.0 0.0 0.29
H -2.822 1.589 -0.216 -0.3 0.5 -0.2 0.52
O -1.280 1.233 -0.808 0.2 0.3 1.1 -0.74
H -0.833 3.057 -0.655 -2.1 -1.4 -0.3 0.42
H -0.457 1.055 -1.258 0.4 -0.2 0.0 0.05
O -5.264 0.137 -0.493 1.7 -1.4 -1.0 -0.67
H -5.347 0.331 0.415 -0.5 0.5 1.8 0.31
O 1.500 -1.953 -3.792 1.5 0.9 -1.9 -0.65
H -0.539 0.985 -3.382 1.6 -1.3 -1.4 0.34
H 0.636 -1.998 -3.469 -2.0 -0.4 1.1 0.27
O 1.949 1.343 2.381 -0.9 -2.6 -0.2 -0.83
H 0.898 -0.210 -0.619 -1.4 -0.7 0.9 0.00
H 2.432 2.018 2.799 1.0 1.3 1.2 0.29
O 1.661 0.120 -1.053 1.5 -1.5 -3.5 -0.29
H -0.611 3.318 -2.289 -0.4 -0.4 1.8 0.28
H 1.703 -0.502 -1.921 -0.3 2.2 2.6 0.26
O -0.377 3.480 -1.348 2.7 2.7 -2.0 -0.64
H -1.826 0.467 3.558 0.0 -0.5 -0.1 0.31
H 2.406 1.307 1.508 -0.4 0.2 0.6 0.48
O -2.182 -1.558 -4.552 2.0 0.3 2.9 -0.61
H -1.749 -1.338 -3.611 -2.1 -0.9 -2.6 0.17
H 1.937 3.426 0.778 1.4 -1.0 0.0 0.42
```
Positions in Å, forces in eV/Å.

The calculation puts the HOMO-LUMO gap at 9.02 eV. The value obtained for the HOMO energy is -0.2600 hartree. The relative energy (zero: lowest compared OMol25 entry of this formula, charge and spin) is 129.9 kcal/mol. Its charge is -1.

***

2.
A cluster of 8 separate species, C55H128F18N2O2P6 in total, computed with ωB97M-V/def2-TZVPD.

```
211
Properties=species:S:1:pos:R:3:forces:R:3:mulliken_charge:R:1
C 1.610 9.240 4.273 -0.5 -0.8 -0.5 -1.14
C 1.934 8.168 3.210 -1.1 0.6 -0.6 -0.77
C 2.450 6.826 3.722 -0.6 0.2 0.1 -0.33
C 1.677 6.382 4.971 -0.6 -0.2 -0.1 -1.30
P 1.812 4.628 5.365 0.6 0.7 -0.2 1.17
C 3.575 4.247 5.431 0.4 -0.1 0.1 -1.04
C 4.487 5.237 6.182 -0.4 0.6 0.0 -1.15
C 5.666 4.554 6.891 -0.4 1.2 -0.2 -0.57
C 6.566 3.836 5.902 -0.6 -0.7 -0.1 -1.25
C 1.134 3.632 4.031 -0.3 -0.9 0.4 -0.21
C -0.287 3.999 3.599 0.3 1.4 0.2 -0.99
C -1.020 3.022 2.697 -0.6 0.0 -0.7 -0.87
C -0.211 2.225 1.672 -0.2 0.5 0.3 1.63
C 0.878 4.344 6.875 -0.3 -0.3 0.6 -1.22
C 1.246 5.137 8.157 -0.4 -0.2 -0.6 -0.67
C 2.378 4.498 8.948 -0.2 -0.1 -0.8 0.23
C 2.665 5.246 10.232 1.0 -0.4 0.0 -1.47
H 2.295 9.156 5.114 0.2 0.6 0.0 0.30
H 0.595 9.098 4.655 0.1 -0.2 0.2 0.31
H 1.554 10.209 3.785 0.5 0.2 0.3 0.37
H 2.522 8.593 2.392 0.7 -0.2 0.4 0.53
H 1.011 7.979 2.638 -0.1 -0.2 0.4 0.28
H 3.512 6.887 3.956 0.1 -0.3 -0.2 0.23
H 2.207 6.106 2.935 0.7 -0.1 -0.1 0.03
H 0.596 6.510 4.818 0.1 0.2 0.0 0.73
H 1.923 6.962 5.860 0.1 0.0 0.0 0.72
H 3.920 4.205 4.394 -0.2 -0.2 -0.1 0.63
H 3.696 3.241 5.846 -0.1 0.0 0.0 0.66
H 3.903 5.858 6.871 0.1 -0.4 0.4 0.48
H 4.847 6.017 5.503 0.2 -0.4 -0.3 0.57
H 5.227 3.915 7.658 0.4 -0.2 0.1 0.30
H 6.194 5.382 7.371 0.2 -0.3 0.3 0.42
H 6.012 2.958 5.547 0.3 0.0 -0.2 0.30
H 7.499 3.461 6.314 0.0 0.1 0.2 0.40
H 6.787 4.454 5.032 0.1 0.1 0.1 0.32
H 1.139 2.605 4.431 0.0 0.1 0.0 0.57
H 1.853 3.604 3.211 -0.1 0.2 -0.1 -0.10
H -0.219 4.986 3.115 0.2 -0.3 -0.4 0.31
H -0.899 4.301 4.457 0.0 -0.6 0.1 0.39
H -1.656 3.657 2.071 -0.2 -0.1 0.2 0.25
H -1.731 2.375 3.214 0.3 -0.1 0.4 0.49
H 0.536 1.547 2.088 0.0 0.0 0.1 -0.92
H 0.273 2.957 1.021 0.2 -0.3 -0.2 0.24
H -0.915 1.626 1.098 0.2 -0.1 -0.2 -0.86
H 0.882 3.275 7.118 0.2 0.0 -0.2 0.55
H -0.174 4.532 6.638 0.1 0.2 -0.3 0.52
H 0.321 5.144 8.736 0.1 0.1 0.2 0.51
H 1.438 6.183 7.904 0.2 0.0 0.1 0.19
H 3.254 4.447 8.297 0.2 0.2 0.2 -0.27
H 2.121 3.439 9.062 -0.1 0.1 0.6 0.37
H 3.105 6.223 10.022 -0.4 0.2 -0.1 0.35
H 3.467 4.749 10.785 -0.3 -0.2 0.2 0.41
H 1.786 5.330 10.865 0.0 0.1 0.0 0.37
C -2.232 -2.238 3.682 -0.5 1.0 -0.5 -1.15
C -0.801 -2.385 4.128 0.7 -0.4 0.0 -0.57
C 0.169 -2.631 2.976 0.4 -0.3 -0.5 0.48
C 1.594 -2.940 3.475 -0.5 0.1 0.2 -1.49
P 2.836 -3.091 2.180 -1.2 -1.1 0.4 1.38
C 2.465 -4.600 1.255 1.1 -0.4 -0.5 -1.59
C 1.619 -4.431 -0.010 -0.2 0.3 0.0 1.17
C 1.398 -5.738 -0.753 0.9 -0.3 -0.5 -0.09
C 0.635 -6.815 -0.022 -0.7 -0.3 0.6 -1.45
C 2.744 -1.735 1.014 1.0 0.7 0.7 -0.30
C 2.986 -0.362 1.697 -1.0 -0.1 -0.3 -0.45
C 3.146 0.680 0.606 0.1 0.7 -1.1 0.09
C 3.336 2.148 1.016 -0.5 -0.8 0.5 -1.09
C 4.431 -3.355 2.973 0.0 0.3 -0.2 -1.05
C 4.505 -4.575 3.904 -0.1 0.1 0.1 -0.53
C 5.695 -4.452 4.850 0.4 -0.5 0.8 -0.62
C 6.123 -5.803 5.439 0.5 0.0 0.1 -1.38
H -2.330 -1.538 2.843 0.2 -0.1 0.0 0.06
H -2.838 -1.770 4.457 -0.1 -0.4 0.1 0.43
H -2.701 -3.152 3.323 0.1 -0.2 0.3 0.40
H -0.696 -3.256 4.786 -0.1 0.1 0.1 0.31
H -0.441 -1.525 4.704 -0.2 0.1 0.0 0.38
H 0.213 -1.826 2.234 -0.4 0.2 0.2 -0.35
H -0.178 -3.513 2.424 0.0 0.1 -0.1 0.17
H 1.539 -3.920 3.958 0.3 0.0 0.1 0.84
H 1.915 -2.221 4.235 0.1 0.1 -0.1 0.52
H 2.162 -5.436 1.890 -0.4 0.4 0.3 0.57
H 3.466 -4.936 0.932 -0.1 0.1 -0.1 0.57
H 2.169 -3.785 -0.700 -0.1 0.2 0.2 -0.38
H 0.670 -3.932 0.211 0.0 -0.1 0.0 -0.13
H 2.388 -6.112 -1.055 0.0 -0.1 0.3 0.44
H 0.958 -5.542 -1.733 -0.4 0.2 0.2 -0.39
H 0.669 -7.779 -0.528 0.0 0.1 -0.2 0.42
H -0.417 -6.546 0.113 0.0 0.0 -0.2 0.26
H 0.981 -7.025 0.996 0.3 0.2 -0.1 0.35
H 1.759 -1.713 0.548 0.0 -0.2 -0.1 -0.55
H 3.519 -1.889 0.256 -0.1 -0.2 -0.1 0.83
H 3.753 -0.367 2.474 0.2 0.0 -0.2 0.70
H 2.023 -0.132 2.170 0.3 0.1 0.4 -0.17
H 2.215 0.641 0.023 0.1 -0.1 0.1 -0.60
H 3.920 0.450 -0.136 0.1 -0.4 0.3 0.61
H 2.432 2.418 1.566 0.3 0.3 0.2 -0.14
H 3.385 2.793 0.142 0.2 0.0 0.0 0.44
H 4.218 2.271 1.645 0.0 0.2 0.0 0.47
H 4.682 -2.504 3.611 0.0 0.3 -0.4 0.42
H 5.121 -3.398 2.123 0.3 -0.1 0.3 0.69
H 4.568 -5.518 3.360 0.0 0.1 -0.2 0.31
H 3.598 -4.619 4.511 0.0 -0.1 0.0 0.29
H 5.464 -3.845 5.732 -0.3 0.3 -0.3 0.35
H 6.557 -3.957 4.394 -0.1 -0.2 -0.3 0.46
H 6.194 -6.605 4.702 -0.2 0.1 -0.1 0.37
H 5.475 -6.123 6.255 -0.2 0.0 -0.2 0.34
H 7.121 -5.727 5.877 -0.1 0.1 0.0 0.38
C -0.932 2.435 -10.497 -0.8 -0.4 -0.3 -1.15
C -0.129 1.144 -10.464 0.3 -0.5 1.5 -0.62
C 0.304 0.810 -9.004 0.1 1.2 -0.6 -0.59
C -0.865 0.295 -8.168 1.2 -0.3 -0.2 -0.63
P -0.359 -0.027 -6.473 -1.2 -0.1 0.9 0.72
C -1.850 -0.565 -5.607 0.6 -0.3 -0.1 0.78
C -2.271 -1.980 -6.041 0.2 0.1 -0.7 -1.01
C -3.773 -2.108 -6.285 0.8 -1.4 0.6 0.34
C -4.058 -3.543 -6.781 0.2 0.9 0.5 -1.49
C 0.926 -1.258 -6.230 0.5 -0.5 -1.1 -1.69
C 1.038 -1.922 -4.865 1.5 -0.7 0.5 1.63
C 2.478 -2.446 -4.634 0.5 0.6 -0.3 -1.15
C 2.689 -2.858 -3.186 -0.4 0.0 0.3 -0.72
C 0.133 1.514 -5.699 0.7 1.1 0.1 -1.66
C 0.639 1.391 -4.246 -0.9 -0.6 -0.1 0.62
C 0.486 2.667 -3.410 1.1 -0.3 -0.3 -0.22
C 1.504 2.621 -2.276 -0.2 -0.7 1.0 -1.11
H -1.052 2.787 -11.521 0.2 0.2 0.1 0.39
H -0.488 3.194 -9.855 0.1 0.2 -0.2 0.29
H -1.964 2.292 -10.159 0.1 -0.1 0.2 0.30
H 0.787 1.242 -11.041 -0.1 -0.1 -0.3 0.38
H -0.698 0.257 -10.749 0.0 0.2 -0.8 0.35
H 0.623 1.773 -8.589 0.3 -0.2 0.2 0.14
H 1.174 0.152 -9.001 -0.2 -0.2 0.1 0.43
H -1.201 -0.637 -8.625 -0.5 0.0 0.2 0.49
H -1.635 1.063 -8.104 -0.3 -0.2 -0.1 0.53
H -2.600 0.198 -5.829 -0.1 -0.1 0.1 0.96
H -1.639 -0.577 -4.536 -0.1 0.3 0.0 -1.06
H -1.899 -2.679 -5.288 -0.4 0.0 0.2 -0.20
H -1.752 -2.325 -6.950 0.0 0.3 -0.1 0.71
H -4.127 -1.401 -7.032 -0.1 0.3 0.3 0.48
H -4.224 -1.972 -5.304 -0.6 0.4 -0.3 -0.40
H -5.135 -3.664 -6.860 0.0 -0.3 -0.3 0.42
H -3.663 -4.264 -6.061 -0.1 -0.1 0.0 0.17
H -3.515 -3.694 -7.714 -0.4 -0.2 -0.2 0.46
H 1.862 -0.787 -6.563 0.0 0.2 0.5 0.79
H 0.861 -2.065 -6.971 -0.5 0.2 -0.1 0.67
H 0.453 -2.841 -4.785 -0.7 0.4 -0.1 -0.04
H 0.833 -1.287 -4.013 -0.3 0.1 -0.2 -0.67
H 3.203 -1.659 -4.882 -0.2 0.1 0.1 0.54
H 2.743 -3.246 -5.331 -0.3 -0.2 0.1 0.38
H 2.072 -3.724 -2.922 0.2 -0.1 -0.1 0.11
H 2.352 -2.063 -2.510 0.1 0.1 -0.1 0.03
H 3.731 -3.060 -2.941 0.0 -0.2 -0.2 0.41
H -0.698 2.229 -5.738 -0.3 -0.4 0.0 0.48
H 0.902 2.023 -6.292 0.0 -0.3 -0.1 0.60
H 1.662 1.012 -4.239 0.1 0.2 0.0 0.52
H 0.027 0.620 -3.766 0.3 0.1 0.2 -0.88
H -0.523 2.711 -3.008 -0.1 0.2 -0.1 0.01
H 0.721 3.533 -4.032 -0.4 0.1 0.0 0.50
H 1.484 1.652 -1.753 -0.3 0.0 -0.3 -0.13
H 1.271 3.313 -1.463 0.2 0.4 -0.3 0.46
H 2.540 2.709 -2.606 -0.1 0.4 -0.1 0.48
C -6.127 -5.254 -1.965 -0.1 0.1 -0.9 -1.53
C -4.649 -4.981 -1.745 -0.8 -1.0 -0.1 0.84
C -3.775 -5.461 -2.870 -0.3 0.1 -1.2 -1.00
O -2.448 -5.110 -2.586 0.4 0.1 0.6 -0.01
C -1.515 -5.621 -3.503 -0.4 0.0 -0.5 -0.17
N -4.366 -3.554 -1.531 0.5 0.6 0.4 2.13
H -3.345 -3.448 -1.546 -0.1 0.3 0.4 -0.41
H -4.711 -2.872 -2.220 -0.5 -0.5 -0.4 -0.70
H -4.735 -3.204 -0.631 0.3 0.0 0.1 -0.25
H -6.296 -6.328 -2.057 0.1 0.0 0.3 0.48
H -6.455 -4.840 -2.921 0.0 0.2 0.2 0.25
H -6.749 -4.832 -1.180 0.1 0.0 0.1 0.33
H -4.368 -5.571 -0.868 0.3 0.7 0.3 0.29
H -4.068 -4.973 -3.817 -0.1 0.0 0.1 0.08
H -3.897 -6.538 -3.044 0.1 0.0 0.3 0.54
H -0.523 -5.332 -3.171 0.0 -0.1 0.0 -0.39
H -1.691 -5.213 -4.510 0.0 0.0 0.1 0.14
H -1.612 -6.710 -3.582 0.2 0.0 0.1 0.38
C -4.111 2.343 0.484 -0.1 -0.5 -0.5 -0.20
C -4.855 2.408 -0.813 -0.1 0.5 0.7 0.41
O -5.592 3.269 -1.160 0.0 -0.1 -0.3 -0.52
N -4.606 1.272 -1.742 -0.1 -1.2 -0.5 1.22
H -3.902 0.611 -1.396 0.2 0.4 0.2 -0.82
H -5.422 0.627 -1.806 -0.2 0.4 0.1 0.03
C -4.275 1.697 -3.141 -0.5 0.1 -0.1 -0.90
H -4.196 3.299 0.986 -0.1 0.0 0.1 0.50
H -3.075 2.067 0.279 0.0 0.1 0.1 -0.20
H -4.544 1.521 1.070 0.1 0.1 0.1 0.13
H -3.791 0.880 -3.662 0.1 -0.1 0.2 0.26
H -3.652 2.586 -3.120 0.0 0.0 0.1 0.33
H -5.222 1.891 -3.637 0.0 0.2 0.0 0.45
P -1.549 -0.685 -1.292 -0.1 -0.8 1.6 1.52
F -1.604 0.852 -1.804 0.6 -0.1 -0.6 -0.29
F -2.458 -0.201 -0.049 -0.2 0.0 -0.1 -0.55
F -2.852 -1.008 -2.200 0.1 0.3 -0.3 -0.32
F -1.664 -2.197 -0.723 0.5 -0.1 0.0 -0.38
F -0.552 -1.184 -2.452 -0.4 0.3 -0.5 0.00
F -0.209 -0.401 -0.407 -0.1 0.2 0.1 -0.62
P -5.811 -1.624 1.365 0.6 1.6 -0.7 1.30
F -4.934 -0.361 1.978 -0.3 -0.2 0.3 -0.41
F -6.037 -0.707 0.012 0.2 0.0 -0.1 -0.45
F -4.389 -2.111 0.691 0.3 -0.5 0.0 -0.66
F -6.528 -2.859 0.622 -0.1 -0.1 0.2 -0.38
F -5.512 -2.492 2.662 0.0 -0.2 0.1 -0.37
F -7.138 -1.027 1.957 -0.4 -0.3 0.3 -0.39
P -6.915 -1.258 -3.709 -1.8 -0.4 0.7 1.81
F -7.532 -1.724 -2.294 0.8 0.3 0.3 -0.34
F -8.353 -1.557 -4.331 0.3 0.1 -0.6 -0.33
F -7.274 0.290 -3.382 0.0 0.0 -0.1 -0.41
F -6.346 -0.842 -5.149 0.4 0.1 0.1 -0.36
F -5.449 -0.954 -3.005 0.6 -0.2 0.1 -0.93
F -6.389 -2.795 -3.925 0.2 0.1 -0.4 -0.34
```
Positions in Å, forces in eV/Å.

The calculation puts the HOMO-LUMO gap at 9.76 eV. The value obtained for the HOMO energy is -0.5017 hartree. The relative energy (zero: lowest compared OMol25 entry of this formula, charge and spin) is 1.8 kcal/mol. Its charge is +2.